Density functional theory data (wB97M-V/def2-TZVPD) for C27H28N2PbSi as an isolated structure at a distorted geometry.

Element x y z (Å)
C1 0.729 1.719 1.525
C2 1.148 2.323 0.290
C3 -0.032 2.655 -0.457
H1 2.180 2.557 0.011
C4 -1.170 2.252 0.315
C5 -0.697 1.679 1.532
H2 -1.319 1.341 2.366
H3 1.375 1.452 2.367
H4 -0.057 3.184 -1.415
H5 -2.220 2.412 0.053
Pb1 0.147 -0.159 -0.469
C6 -0.750 -2.093 -3.868
H6 -1.804 -2.034 -3.430
H7 -0.325 -3.135 -3.887
H8 -0.046 -1.674 -2.998
Si1 0.035 -0.445 -4.944
C7 1.404 -1.246 -6.146
C8 2.255 -0.125 -6.276
H9 1.908 0.826 -5.873
C9 3.526 -0.163 -6.850
H10 4.154 0.736 -6.825
C10 3.965 -1.365 -7.429
H11 4.986 -1.413 -7.821
C11 3.124 -2.488 -7.443
H12 3.490 -3.422 -7.909
C12 1.826 -2.396 -6.875
H13 1.190 -3.262 -7.002
C13 -1.338 0.192 -6.255
C14 -1.136 0.627 -7.600
H14 -0.278 0.345 -8.203
C15 -2.036 1.489 -8.261
H15 -1.832 1.906 -9.258
C16 -3.240 1.823 -7.634
H16 -3.973 2.483 -8.122
C17 -3.558 1.277 -6.387
H17 -4.527 1.466 -5.913
C18 -2.621 0.477 -5.728
H18 -2.892 0.084 -4.756
H19 -1.636 -4.291 -4.799
H20 -1.897 -4.606 -4.205
N1 1.923 -1.173 1.102
C19 1.424 -1.824 2.292
C20 2.298 -2.345 3.236
C21 1.780 -2.861 4.448
C22 0.418 -2.865 4.682
C23 -0.504 -2.391 3.711
C24 -1.902 -2.382 3.897
C25 -2.720 -1.896 2.897
C26 -2.151 -1.405 1.717
N2 -0.819 -1.398 1.501
C27 0.023 -1.877 2.479
H21 2.386 -0.291 1.332
H22 2.671 -1.724 0.692
H23 3.374 -2.336 3.057
H24 2.472 -3.251 5.198
H25 0.001 -3.236 5.628
H26 -2.304 -2.764 4.842
H27 -3.809 -1.879 2.995
H28 -2.779 -1.012 0.915

Values from the calculation:
gap between HOMO and LUMO (alpha / beta) = 3.90 / 3.90 eV
lowest unoccupied orbital energy (alpha / beta) = -9.370 / -9.369 eV
E = -44538.60100 eV
charge = +2
HOMO level (alpha / beta) = -13.2657 / -13.2657 eV